# C38H48AsCl2N6Si

A molecular structure, C38H48AsCl2N6Si in a non-equilibrium geometry (ωB97M-V/def2-TZVPD, the OMol25 dataset).

XYZ file:
```
96
C38H48AsCl2N6Si (ωB97M-V/def2-TZVPD)
H 0.27 3.20 4.35
H -6.87 5.40 -2.66
H -5.60 1.36 4.75
C 4.58 -6.98 -6.24
C 4.04 -6.98 -4.97
H 7.44 -3.26 -13.24
C 8.02 -3.92 -11.27
H -2.59 -0.10 3.15
H -10.01 6.31 0.13
C 3.07 -4.92 -5.30
H 5.32 -4.59 -13.21
As -1.90 1.31 3.24
H 2.19 3.23 4.02
C 7.64 -4.71 -10.20
C 7.18 -3.58 4.10
H -5.21 7.95 8.34
H -2.50 4.36 2.37
C -3.58 6.52 8.34
H 7.21 -2.23 7.19
N -0.46 -2.47 -1.50
C 6.92 -2.43 6.16
H 4.21 -7.81 -4.29
C -9.05 5.86 -0.12
N 6.15 -2.93 3.52
C -8.54 5.95 -1.41
N 6.50 -5.43 -10.16
C 7.18 -3.87 -12.38
C -8.32 5.19 0.86
C -5.07 2.39 4.48
C -1.55 1.29 1.23
C -7.31 5.36 -1.67
H -4.40 1.54 0.33
H 4.79 -5.95 -11.19
H -5.83 7.44 5.98
H 1.16 -1.41 -0.78
N -4.35 6.02 5.69
H -0.37 -5.57 -2.86
Cl 2.80 0.20 3.93
Si -4.01 2.27 2.84
C -3.32 5.37 6.27
H 4.74 -5.86 -8.08
C 5.50 -2.02 4.29
C -5.00 6.93 6.46
C 7.60 -3.37 5.40
C -2.90 5.58 7.57
H -1.89 -0.05 -0.64
N -6.58 4.70 -0.74
H -3.29 6.72 9.36
H 1.01 3.15 2.54
C 4.33 -5.89 -7.07
H -6.00 1.96 1.22
C -4.95 1.44 1.38
N 3.29 -5.97 -4.48
C -3.67 4.12 2.29
H -2.17 1.29 4.78
Cl -0.14 -1.47 3.52
H 7.69 -4.30 3.46
H -8.69 5.10 1.88
H -2.81 4.65 5.63
H 3.35 -3.98 -7.21
C -1.36 0.07 0.40
H -1.92 -3.70 -2.27
H -4.32 2.72 5.34
H -5.96 3.18 4.35
H -4.27 4.89 2.97
C 3.56 -4.84 -6.59
C 1.80 -3.32 -1.53
H 5.29 -1.00 6.17
C 6.00 -4.61 -12.37
H -6.49 4.11 1.24
H 8.94 -3.35 -11.25
H 2.07 -5.29 -2.36
H -0.63 -0.80 0.75
C -0.85 -3.62 -2.07
H 8.27 -4.78 -9.31
C -4.65 7.21 7.77
H -5.20 0.29 1.57
H 2.85 -3.17 -1.30
H 8.44 -3.92 5.81
C 1.19 1.14 3.68
C 0.86 -2.34 -1.24
C 5.70 -5.36 -11.24
H -2.06 5.03 7.98
H 4.67 -1.51 3.80
C 0.01 -4.66 -2.40
H 2.46 -4.13 -4.88
C -0.11 0.42 3.51
C 1.36 -4.50 -2.12
H -1.34 2.74 3.25
C 1.14 2.81 3.67
H 5.18 -7.82 -6.59
H -9.08 6.46 -2.19
H -4.07 4.33 1.19
C -7.10 4.63 0.51
C 5.85 -1.74 5.60
H -1.46 2.34 0.71
```

E_LUMO (eV): 1.6895
Gap between HOMO and LUMO (eV): 5.292
Maximum force (eV/Å): 6.76
HOMO (eV): -3.6
Relative energy (zero: lowest compared OMol25 entry of this formula, charge and spin) (kJ/mol): 443.43
Total charge: -1

---

# C3H4LiO4Rh

A molecular structure, C3H4LiO4Rh in a non-equilibrium geometry (ωB97M-V/def2-TZVPD, the OMol25 dataset).

XYZ file:
```
13
C3H4LiO4Rh (ωB97M-V/def2-TZVPD)
Rh -0.56 -1.96 1.49
O 0.39 -0.47 -1.03
Li -3.22 -1.02 -1.29
O -1.72 0.42 -0.98
H 2.17 0.54 -0.86
H 0.70 1.57 -0.98
H 0.89 1.67 1.36
O -0.26 -0.05 1.20
C 1.13 0.65 -0.55
O -1.37 -1.67 -0.29
C 0.94 0.63 0.98
C -0.90 -0.44 -0.52
H 1.80 0.14 1.46
```

E_LUMO (alpha / beta) (eV): -3.9960 / -8.0934
Multiplicity: 6
Gap between HOMO and LUMO (alpha / beta) (eV): 7.443 / 6.468
Maximum force (eV/Å): 5.84
Expectation value of S²: 8.76
HOMO (alpha / beta) (eV): -11.4 / -14.6
Relative energy (zero: lowest compared OMol25 entry of this formula, charge and spin) (kJ/mol): 54.16
Total charge: +1

---

# C42H100F6KNO24S2

A molecular structure, C42H100F6KNO24S2 in a non-equilibrium geometry (ωB97M-V/def2-TZVPD, the OMol25 dataset).

XYZ file:
```
176
C42H100F6KNO24S2 (ωB97M-V/def2-TZVPD)
O 4.11 3.61 2.52
H -3.07 3.50 7.02
H 0.34 -2.95 -6.96
H -0.30 1.65 -6.13
C 3.24 2.88 -3.10
C 0.11 4.71 1.67
H 2.41 4.15 -1.51
O 1.75 -3.52 4.82
H 4.53 -1.78 -2.56
H 0.05 -6.11 8.49
H -5.83 -6.87 5.77
C -2.42 5.55 3.22
O -0.01 -1.12 -1.48
S -0.17 0.25 -1.07
C -2.31 3.86 -5.10
H -4.35 -2.61 4.72
C -2.11 -0.31 2.57
H -1.64 6.64 0.77
C -0.23 -0.13 -11.44
H -2.70 3.88 9.43
H -3.07 0.45 6.60
H -4.90 4.43 -5.66
O -0.07 5.34 0.40
C -1.04 3.88 2.14
H 2.62 -2.78 0.64
O 3.10 2.66 -4.55
H -3.62 -6.03 4.07
F -2.08 0.66 -2.99
C -2.45 2.82 9.48
H -4.78 3.67 -7.26
O -4.77 -4.41 4.76
H -4.29 1.39 -6.38
H 3.98 0.70 -4.49
H 0.01 -2.63 5.47
H 1.02 0.45 -6.32
O -3.06 3.68 -6.31
O 3.27 -2.11 -4.26
H -0.52 -0.43 6.15
O 4.48 -3.66 0.01
C -4.37 -5.76 4.80
H 4.77 5.37 1.78
S -0.54 -0.06 1.31
H 2.37 -3.99 -4.59
H 3.51 1.23 -6.02
C -0.94 1.21 -2.52
O -1.25 1.44 6.84
H 8.79 -3.65 -0.06
H -8.32 -6.96 3.14
K -3.86 1.08 -0.66
H -8.12 -7.13 4.97
H 0.65 6.03 -2.59
H -1.53 -5.89 7.59
H -2.77 3.56 -4.16
H 4.12 0.93 3.07
C -0.39 -2.50 -6.28
H -2.52 1.66 5.39
H -2.47 5.00 4.15
O 7.20 -4.70 0.57
H 3.32 4.64 0.87
H 0.11 4.66 -3.76
H -1.52 6.17 3.16
C -4.53 0.47 -4.10
H -0.87 6.95 -0.70
H 6.76 -3.97 -1.19
O 3.42 1.68 4.91
C -1.01 1.39 -8.77
H 4.22 3.37 -3.10
C 0.37 -3.50 4.92
H 5.38 1.71 5.04
H -1.32 -2.86 -6.71
H 4.73 -5.18 -1.48
C -0.03 -4.86 5.56
H 8.81 -4.57 1.47
H 0.52 -5.72 5.17
H 3.20 5.41 2.48
H -2.29 4.95 -5.03
C 3.83 4.82 1.81
H 0.67 0.70 6.61
H -3.10 -3.39 5.66
H -1.15 3.04 1.45
H 2.13 -2.68 -5.82
H 1.22 2.04 -7.05
H 0.73 6.27 -4.28
H -4.04 -0.16 -4.84
C -7.68 -7.25 3.98
H 0.74 -3.17 -3.22
H 1.29 3.31 -2.58
C 0.78 5.49 -3.53
H -1.67 2.00 -8.15
C -3.37 2.46 7.20
H 3.86 -3.35 -2.58
C 5.05 -4.92 -0.47
C -4.75 2.15 -5.75
H 2.05 3.09 3.09
C 2.99 2.70 2.68
H -5.82 1.94 -5.85
O -0.95 -0.56 -10.33
O -6.49 -6.43 3.84
F -1.71 -0.97 3.61
C 8.60 -4.62 0.40
H -3.27 6.16 2.92
H -4.97 -7.74 4.54
F -2.36 0.88 3.03
H 0.64 0.50 -11.24
C -3.70 -3.48 4.76
O 0.14 -4.80 6.95
C 4.57 2.39 5.29
H -0.04 7.38 0.82
C -1.81 0.42 -9.65
C 3.91 1.61 -5.08
H -0.53 2.22 -9.29
H 0.82 3.88 1.63
H 2.74 -4.55 0.81
C -4.49 3.59 -6.21
F -1.21 2.51 -2.14
C 0.49 1.27 -6.78
H 3.24 -2.24 3.88
O -0.24 -3.08 -4.97
N -1.37 0.38 0.13
H 1.74 -1.51 4.19
H 2.68 2.62 1.64
O -4.38 1.83 -4.46
H 0.75 -1.52 -3.86
H -4.38 2.41 6.80
H -1.08 -5.06 5.35
H 9.03 -5.50 -0.07
H 4.75 -5.70 0.23
H 4.94 1.93 -5.24
H 0.35 5.44 2.45
C -0.30 0.64 6.12
H -0.03 -1.00 -12.07
H -2.29 0.99 -10.45
C 3.25 1.42 3.50
O 0.18 0.94 2.08
C -0.65 6.63 0.32
H -5.61 0.33 -4.09
H 6.75 -5.70 -1.29
C 2.18 -2.47 3.91
F -3.10 -0.99 2.06
C 6.49 -4.87 -0.64
C 2.21 3.88 -2.55
H 2.86 -1.95 -2.19
H -2.58 -0.04 -9.04
C 0.81 -2.57 -4.13
O 1.00 1.03 -0.81
H 4.56 3.42 4.94
H -0.80 3.19 2.95
F -0.04 1.29 -3.53
H -1.41 2.75 9.18
H 2.45 0.69 3.38
C -2.61 1.43 6.45
O -2.28 4.59 2.20
H 3.27 2.03 -2.41
C 3.64 -2.32 -2.86
C 2.20 -2.92 -4.76
H -3.80 -5.93 5.72
O -3.36 2.12 8.64
H 2.53 -3.77 -0.75
C -5.50 -6.81 4.74
H 4.49 2.64 6.34
H -0.78 0.41 -12.21
H 1.92 -2.75 2.89
C 3.04 -3.69 0.21
C -0.44 -5.93 7.53
O -0.16 0.65 -7.92
H -3.00 -3.54 3.92
H -7.45 -8.31 4.08
H -0.18 0.88 5.07
H -0.39 -1.43 -6.50
H -1.29 3.48 -5.11
H -2.45 2.38 10.48
H -0.10 -6.81 6.99
O 2.10 4.96 -3.47
H -0.03 -3.46 3.91
H -4.37 0.21 -3.06
O 0.07 -1.40 1.29
```

E_LUMO (eV): -1.3205
Gap between HOMO and LUMO (eV): 7.714
Maximum force (eV/Å): 9.05
HOMO (eV): -9.0
Relative energy (zero: lowest compared OMol25 entry of this formula, charge and spin) (kJ/mol): 8.54
Total charge: 0

---

Q: The highest maximum force belongs to which entry?
A: C42H100F6KNO24S2

---

Q: The highest total charge belongs to which entry?
A: C3H4LiO4Rh